one | The following is a quantum chemistry calculation of a single CH4FINP molecule, from the OMol25 dataset.

Frontier orbital gap ... 8.525 eV
SMILES ... CNP(F)I

The geometry in ORCA input format:
```
! wB97M-V def2-TZVPD RIJCOSX def2/J DEFGRID3
* xyz 0 1
H -1.60364 -1.18577 0.17509
H -0.38176 -0.51255 1.58168
C -0.81146 -0.69291 -0.28761
P 1.57410 0.45072 0.59807
I 0.56832 2.98188 -0.18082
H -1.21025 0.35522 -0.56775
H -0.14189 -1.11558 -1.14560
N 0.18757 -0.35864 0.79502
F 1.81901 0.07763 -0.96810
*
```

=====

two | The following is a quantum chemistry calculation of 2 unconnected molecules or ions with the total composition CH4FINP, from the OMol25 dataset.

Frontier orbital gap ... 10.190 eV
SMILES ... C/N=P\F.I

The geometry in ORCA input format:
```
! wB97M-V def2-TZVPD RIJCOSX def2/J DEFGRID3
* xyz 0 1
H 3.19175 -1.75014 -1.99332
N -1.96907 0.08490 0.68644
H -0.22771 -0.63006 1.56340
H 0.11479 0.47196 0.17053
F -1.42731 0.93051 -1.71288
I 4.17362 -1.03674 -0.84890
H -0.63026 1.22480 1.73304
C -0.58544 0.30455 1.02719
P -2.64037 0.40024 -0.62551
*
```

=====

Result of the stability comparison: one is the most stable of them.

=====

one | The following is a quantum chemistry calculation of a molecular structure, C6H14NS, from the OMol25 dataset.

Frontier orbital gap (alpha / beta) ... 8.985 / 6.620 eV
<S²> ... 0.7528

The geometry in ORCA input format:
```
! wB97M-V def2-TZVPD RIJCOSX def2/J DEFGRID3
* xyz 0 2
H -2.42687 -1.70690 -1.11344
C 2.14409 1.65428 0.55142
H -1.05583 -1.88602 0.98619
N -1.03086 0.19877 1.19591
H 1.24028 0.03729 1.64007
C -2.64502 -0.95112 -0.35080
H 2.13462 1.68024 -0.53750
H -3.39425 0.37518 -1.93229
C 2.08596 -0.79129 -0.32084
H -3.05333 1.24639 -0.51125
C -1.47206 -0.93530 0.65575
S 3.68537 -0.91724 -1.14761
H 1.18392 2.11191 0.83131
H -1.71826 0.69566 -1.52730
H 3.01937 2.06109 1.02776
C -2.68574 0.40464 -1.08808
C 2.07626 0.13107 0.95268
H 1.36647 -0.49352 -1.10468
H -0.70174 0.04231 0.10220
H -3.56466 -1.11685 0.24460
H 3.05316 -0.05852 1.42789
H 1.75909 -1.78206 0.01799
*
```

=====

two | The following is a quantum chemistry calculation of 2 unconnected molecules or ions with the total composition C6H14NS, from the OMol25 dataset.

Frontier orbital gap (alpha / beta) ... 8.916 / 6.057 eV
<S²> ... 0.7528

The geometry in ORCA input format:
```
! wB97M-V def2-TZVPD RIJCOSX def2/J DEFGRID3
* xyz 0 2
N -0.45524 -1.80779 1.73366
H -0.61671 0.20605 1.69987
H 0.86102 -2.40820 3.25377
H 2.03091 2.33164 -2.11240
H 1.63476 -1.99272 1.69380
H -0.97006 -2.66427 1.82942
H -0.54948 1.08816 -0.66886
H 0.46509 3.04052 -2.51452
H -0.08817 -0.53845 -1.01582
H 1.21495 0.07526 -2.90659
C 1.13714 2.21341 -2.73673
S 1.70371 0.66456 0.10799
C -1.24991 -0.67952 1.71107
C -2.57742 -0.55154 1.69504
H 1.38684 2.35947 -3.79152
C 0.84562 -1.72869 2.40370
H 1.05539 -0.72041 2.75087
H -0.41214 0.77691 -2.98355
C 0.55332 0.82224 -2.46181
H -3.02671 0.43031 1.70438
C 0.30234 0.48455 -1.00347
H -3.24525 -1.40149 1.61169
*
```

=====

Result of the stability comparison: two is the most stable of them.

=====

one | The following is a quantum chemistry calculation of 2 unconnected molecules or ions with the total composition C4H4N2O4, from the OMol25 dataset.

Frontier orbital gap (alpha / beta) ... 7.578 / 7.576 eV
SMILES ... CC(=O)C(=O)N=O.N=C=O

The geometry in ORCA input format:
```
! wB97M-V def2-TZVPD RIJCOSX def2/J DEFGRID3
* xyz 0 1
N 1.78855 -1.25105 1.82926
H -0.07884 2.31194 0.19958
H -0.96998 0.97858 1.38058
O -0.54525 -1.32799 1.49318
H 0.56619 -2.59681 -0.18938
C 1.05169 0.66191 0.77237
O -0.00534 -1.60649 -2.97710
O 2.17715 1.02697 0.74776
H -0.87299 0.92177 -0.43996
C 0.49439 -1.93490 -1.99414
O 2.90524 -0.78987 1.84381
C -0.29999 1.23948 0.47835
C 0.61863 -0.98351 1.45852
N 0.81067 -1.95566 -0.86268
*
```

=====

two | The following is a quantum chemistry calculation of a single C4H4N2O4 molecule, from the OMol25 dataset.

Frontier orbital gap ... 9.946 eV
SMILES ... O=C(NO)c1cc(=O)[nH]o1

The geometry in ORCA input format:
```
! wB97M-V def2-TZVPD RIJCOSX def2/J DEFGRID3
* xyz 0 1
N -2.29198 0.32244 0.24682
H -1.51785 1.70096 1.32160
O -1.65264 1.60449 0.31164
C -0.00315 -0.45782 -0.18298
O 3.14429 0.63086 -0.52231
O 0.64985 -1.36835 0.55656
C 0.80330 0.49753 -0.66046
O -1.94283 -1.69144 -0.75075
H 0.74838 1.40521 -1.20877
N 1.98552 -0.88820 0.73009
H 2.71320 -1.66026 0.67304
C 2.10442 0.13821 -0.20653
C -1.51192 -0.65042 -0.34872
H -3.22858 0.41678 0.04077
*
```

=====

Result of the stability comparison: two is the most stable of them.

=====

one | The following is a quantum chemistry calculation of a gas-phase ion, C4H6O2P (charge -1), from the OMol25 dataset.

Frontier orbital gap ... 5.808 eV
SMILES ... [O-][P@@]1(O)=CC=CC1

The geometry in ORCA input format:
```
! wB97M-V def2-TZVPD RIJCOSX def2/J DEFGRID3
* xyz -1 1
H -0.84577 2.54917 -0.52744
H -0.30047 -1.39689 1.40371
P -1.42515 0.15102 0.03513
O -2.50829 0.21905 1.05476
H 2.24760 -0.29905 0.63738
H 1.66802 2.11092 0.08656
H -0.12836 -1.92711 -0.22302
H -2.03061 -0.95347 -2.16281
C -0.10812 -1.01510 0.39255
C -0.32210 1.54397 -0.31390
C 1.25412 -0.02188 0.39008
C 0.95046 1.29888 0.13549
O -2.22209 -0.46374 -1.38108
*
```

=====

two | The following is a quantum chemistry calculation of a gas-phase ion, C4H6O2P (charge -1), from the OMol25 dataset.

Frontier orbital gap ... 6.983 eV
SMILES ... [O-][P@]1(O)=CCC=C1

The geometry in ORCA input format:
```
! wB97M-V def2-TZVPD RIJCOSX def2/J DEFGRID3
* xyz -1 1
O -2.13836 0.95344 -1.11839
H 1.19913 -0.43660 -1.18256
H 1.74651 0.99097 0.95926
C 0.80624 0.52274 0.67264
P -1.70216 -0.20626 0.10712
C -0.38281 0.96896 1.02642
C -0.47934 -1.40197 -0.08947
O -3.00181 -0.52082 0.75215
H -0.59552 1.85470 1.60677
C 0.86890 -0.71937 -0.16646
H -3.03280 1.20274 -0.88997
H -0.65510 -2.18866 -0.82235
H 1.64877 -1.39085 0.22732
*
```

=====

Result of the stability comparison: two is the most stable of them.

=====

one | The following is a quantum chemistry calculation of 2 unconnected molecules or ions with the total composition C3H10NOS, from the OMol25 dataset.

Frontier orbital gap ... 9.029 eV

The geometry in ORCA input format:
```
! wB97M-V def2-TZVPD RIJCOSX def2/J DEFGRID3
* xyz 1 1
H 1.23884 -1.33134 0.28670
H -2.42812 1.24350 3.09815
C -2.64190 0.98844 2.06389
H 1.71979 -3.34275 -1.01905
H -3.62324 1.36316 1.68163
C 1.57543 -1.01701 -0.69061
H -0.53969 0.44354 0.44758
H -0.36410 -0.37412 -1.62329
O -1.93793 0.23713 1.39485
C 0.60522 0.02328 -1.28632
S 1.73877 -2.35032 -1.93341
H -0.21255 1.88330 -0.43475
N 0.21011 0.95202 -0.11995
H 0.98300 1.23426 0.53324
H 1.14508 0.63527 -1.99569
H 2.53128 -0.58836 -0.40296
*
```

=====

two | The following is a quantum chemistry calculation of a gas-phase ion, C3H10NOS (charge +1), from the OMol25 dataset.

Frontier orbital gap ... 10.896 eV
SMILES ... [NH3+][C@H](CO)CS

The geometry in ORCA input format:
```
! wB97M-V def2-TZVPD RIJCOSX def2/J DEFGRID3
* xyz 1 1
H 1.22680 0.95367 0.99545
H -1.45792 1.27977 -1.05301
O 2.19206 -0.46772 -0.90927
H -2.70059 -0.28961 1.56394
S -2.20472 0.80550 1.16835
H -0.35674 0.51914 1.81654
H 1.02481 -0.42837 1.87335
H 2.50607 -1.23261 -1.20250
N 0.55817 0.28543 1.27065
H 1.21087 0.94734 -1.48197
C -1.37093 0.33253 -0.39550
C 0.03086 -0.24983 -0.03492
H 0.03377 -1.32574 0.33899
C 0.91059 -0.01254 -1.21650
H 0.27119 -0.57245 -1.98556
H -1.87430 -0.54452 -0.74804
*
```

=====

three | The following is a quantum chemistry calculation of a gas-phase ion, C3H10NOS (charge +1), from the OMol25 dataset.

Frontier orbital gap ... 9.912 eV
SMILES ... [NH3+][C@@H](CO)CS

The geometry in ORCA input format:
```
! wB97M-V def2-TZVPD RIJCOSX def2/J DEFGRID3
* xyz 1 1
S -0.68821 -0.43949 -2.62057
H 1.34341 -0.03315 -0.44541
H -0.49464 -0.86541 1.90535
H 0.60563 2.08015 -0.20949
C -0.42596 -1.15609 -0.86905
H -0.07942 -1.57848 -3.19567
H -0.95095 1.59482 0.37042
H 0.26496 0.80375 2.93768
C 0.31393 -0.27775 1.30295
H 0.24366 -2.02476 -0.76070
H -0.68179 1.65234 -1.18360
C 0.29462 -0.02513 -0.13347
N -0.24904 1.35826 -0.30664
H 1.22485 -0.79158 1.57463
H -1.36306 -1.33544 -0.45286
O 0.64201 1.03795 2.08643
*
```

=====

Result of the stability comparison: one is the most stable of them.